C15H38N2O4 | ωB97M-V with the def2-TZVPD basis set

The energy above the lowest of the compared OMol25 structures with the same formula, charge and spin comes out at 0.0 kcal per mole. As for the net charge: 0. The value obtained for the total energy is -27340.458 eV. Its SMILES is COC[C@@H](CCCN)NC[C@@H](C)O.CC(C)O.CC(C)O. The calculation puts the lowest unoccupied orbital energy at 0.7 eV.

```
59
Properties=species:S:1:pos:R:3:forces:R:3
C 4.631 -2.910 0.925 0.3473 0.0654 -0.4692
O 4.418 -2.442 -0.396 -0.0500 0.2902 -0.0486
C 3.064 -2.467 -0.794 -0.2683 -0.3528 0.5115
C 2.232 -1.272 -0.342 -0.2813 0.0701 -0.5368
C 2.586 0.026 -1.063 0.3168 -0.3011 -0.1820
C 4.057 0.401 -1.184 -0.0604 0.5886 0.3563
C 4.747 0.918 0.100 -0.1212 -0.5347 -0.1007
N 4.005 0.642 1.350 0.2643 0.1043 -0.1042
N 0.805 -1.584 -0.624 0.2445 -0.1279 0.3854
C -0.012 -1.621 0.598 -0.3602 0.0212 -0.5530
C -0.050 -0.282 1.334 0.1716 -0.1802 0.5613
C -1.423 0.319 1.326 -0.0920 0.5574 0.2417
O 0.300 -0.452 2.720 0.5143 -0.0614 -0.1566
H 5.476 -2.366 1.333 0.1193 0.1870 0.1295
H 3.766 -2.764 1.565 -0.2047 -0.0184 0.1318
H 4.918 -3.957 0.899 -0.1759 -0.3196 0.1037
H 2.988 -2.573 -1.873 0.3408 0.0961 -0.2901
H 2.597 -3.363 -0.370 -0.0902 -0.1643 0.0086
H 2.363 -1.159 0.728 0.0502 0.0756 0.2786
H 2.023 0.841 -0.628 -0.1090 0.2348 0.2059
H 2.204 -0.087 -2.074 -0.1455 -0.0695 -0.2570
H 4.100 1.213 -1.904 0.0294 0.1603 -0.2126
H 4.641 -0.396 -1.618 0.0457 -0.3800 -0.0394
H 4.900 1.985 0.004 -0.0998 0.2605 0.1890
H 5.734 0.461 0.153 0.3048 0.0540 -0.0768
H 4.429 1.201 2.084 -0.1554 0.0087 0.0146
H 4.210 -0.317 1.608 -0.1000 -0.0343 0.0776
H 0.784 -2.520 -1.018 -0.1752 0.0389 -0.1202
H 0.271 -2.425 1.277 0.3371 -0.0098 0.2983
H -1.031 -1.845 0.295 -0.1591 -0.1757 -0.1291
H 0.643 0.436 0.902 0.1762 -0.0430 -0.2455
H -1.381 1.276 1.838 -0.0688 0.1700 0.0708
H -1.793 0.490 0.322 -0.0360 -0.1566 -0.2124
H -2.111 -0.314 1.873 -0.2182 -0.2446 0.0299
H 1.260 -0.597 2.751 -0.4334 0.1139 0.0866
C -1.460 -0.659 -4.357 -0.0731 -0.0944 -0.0521
C -2.110 -0.150 -3.079 0.3295 0.0298 -0.0140
C -1.543 1.200 -2.665 -0.0594 0.0424 0.0808
O -1.940 -1.099 -2.029 -0.1870 -0.0121 -0.0767
H -0.385 -0.795 -4.207 0.0160 0.0795 0.0180
H -1.877 -1.627 -4.639 -0.0354 0.0198 0.0021
H -1.607 0.038 -5.183 0.0179 0.0045 0.0022
H -3.187 -0.062 -3.230 -0.0383 -0.0501 0.0501
H -0.471 1.117 -2.464 0.0138 -0.0295 -0.0567
H -2.021 1.553 -1.750 -0.0394 0.0180 -0.0349
H -1.692 1.949 -3.445 0.0112 -0.0013 -0.0024
H -0.988 -1.194 -1.882 0.1713 0.0846 0.1454
C -5.233 1.361 1.297 0.1104 -0.0326 -0.0888
C -4.539 2.333 2.239 -0.4235 0.0291 -0.0643
C -5.389 2.633 3.464 0.0874 0.0701 0.0786
O -4.220 3.543 1.550 0.1580 -0.0263 0.0317
H -6.173 1.787 0.934 -0.0400 -0.0039 0.0753
H -4.608 1.159 0.427 0.0320 -0.0224 0.0320
H -5.454 0.415 1.794 -0.0149 0.0037 -0.0003
H -3.586 1.909 2.554 0.0778 0.0909 -0.0394
H -6.333 3.099 3.169 -0.0322 -0.0702 -0.0359
H -4.873 3.329 4.125 0.0300 -0.0296 0.0000
H -5.614 1.723 4.023 -0.0162 -0.0009 -0.0096
H -5.049 3.940 1.257 0.0463 -0.0218 0.0122
```
Forces are in eV/Å.